## one
A cluster of 2 separate species, C2H4O3S in total. Source: OMol25; level of theory: wB97M-V/def2-TZVPD.

Computed properties:
* HOMO-LUMO gap (alpha / beta): 0.3111 / 0.3112 Eh
* E_HOMO (alpha / beta): -8.448 / -8.448 eV
* lowest unoccupied orbital energy (alpha / beta): 0.019 / 0.019 eV
* net charge: 0

XYZ file:
```
10
C2H4O3S (wB97M-V/def2-TZVPD)
C -1.04 0.04 0.24
C -0.36 1.37 0.27
O -0.53 -0.89 -0.33
O -2.13 -0.21 0.87
O -0.08 1.99 -0.75
S 2.24 -0.23 0.35
H 2.35 -0.90 -0.73
H -2.34 -1.19 0.76
H -0.14 1.41 -1.67
H 2.03 -1.39 1.00
```

## two
An isolated molecule of C2H4O3S. Source: OMol25; level of theory: wB97M-V/def2-TZVPD.

Computed properties:
* HOMO-LUMO gap: 0.4154 Eh
* E_HOMO: -10.828 eV
* lowest unoccupied orbital energy: 0.476 eV
* net charge: 0
* SMILES string: O=S1(=O)COC1

XYZ file:
```
10
C2H4O3S (wB97M-V/def2-TZVPD)
O 1.48 -1.48 0.17
S 0.93 -0.18 0.04
O 1.80 0.96 -0.08
C -0.47 0.16 1.14
O -1.41 -0.02 0.11
C -0.40 -0.14 -1.15
H -0.18 1.19 1.27
H -0.75 -0.32 2.06
H -0.66 -0.92 -1.82
H -0.34 0.74 -1.74
```

Which is most stable, and by how much? two, by 84.1 kJ/mol.

## one
A cluster of 2 separate species, C7H12F2NO2S in total. Source: OMol25; level of theory: wB97M-V/def2-TZVPD.

Computed properties:
* HOMO-LUMO gap (alpha / beta): 0.2637 / 0.2638 Eh
* E_HOMO (alpha / beta): -3.755 / -3.758 eV
* lowest unoccupied orbital energy (alpha / beta): 3.420 / 3.420 eV
* net charge: -1

XYZ file:
```
25
C7H12F2NO2S (wB97M-V/def2-TZVPD)
C 0.41 -1.93 1.95
C -1.05 -1.87 2.33
C -0.67 -1.91 0.90
C -0.95 -0.75 -0.02
C 0.08 -0.79 -1.12
C 0.47 1.72 -1.16
C 0.10 0.48 -1.91
N -0.34 2.43 -0.38
O 1.89 3.26 0.51
O 2.18 0.82 0.57
F 0.97 0.37 -2.96
F -1.15 0.67 -2.63
S 2.20 2.07 -0.38
H 0.98 -0.95 2.13
H 0.97 -2.74 2.25
H -1.48 -2.79 2.68
H -1.57 -0.94 2.78
H -0.80 -2.84 0.35
H -0.91 0.18 0.65
H -2.01 -0.71 -0.50
H 1.03 -0.95 -0.79
H -0.12 -1.55 -1.97
H 0.82 2.95 -2.74
H -1.23 2.64 -0.68
H 0.18 3.12 0.15
```

## two
A structure of composition C7H12F2NO2S. Source: OMol25; level of theory: wB97M-V/def2-TZVPD.

Computed properties:
* HOMO-LUMO gap: 0.2765 Eh
* E_HOMO: -3.964 eV
* lowest unoccupied orbital energy: 3.560 eV
* net charge: -1

XYZ file:
```
25
C7H12F2NO2S (wB97M-V/def2-TZVPD)
C -1.90 1.29 0.92
C -2.94 0.87 -0.03
C -2.12 -0.16 0.66
C -1.00 -0.95 0.01
C 0.23 -1.12 0.91
C 2.08 -0.23 -0.68
C 1.50 -1.35 0.15
N 1.35 0.10 -1.84
O 2.77 2.28 -0.85
O 1.44 1.74 1.05
F 2.50 -1.68 1.07
F 1.29 -2.54 -0.61
S 2.64 1.36 0.29
H -1.10 1.80 0.46
H -2.36 1.71 1.75
H -3.92 1.08 0.20
H -2.77 1.20 -1.13
H -2.51 -0.88 1.44
H -0.81 -0.32 -0.93
H -1.25 -1.91 -0.24
H 0.53 -0.27 1.50
H 0.28 -1.79 1.74
H 3.33 -0.78 -1.15
H 1.15 -0.50 -2.58
H 1.59 1.06 -2.09
```

Which is most stable, and by how much? two, by 164.7 kJ/mol.

## one
An isolated molecule of C5H11OP. Source: OMol25; level of theory: wB97M-V/def2-TZVPD.

Computed properties:
* HOMO-LUMO gap: 0.2792 Eh
* E_HOMO: -7.964 eV
* lowest unoccupied orbital energy: -0.367 eV
* net charge: 0

XYZ file:
```
18
C5H11OP (wB97M-V/def2-TZVPD)
C -0.62 1.07 -2.22
C 1.61 -1.32 1.62
C -1.09 -0.53 0.72
C -0.30 1.42 -0.68
C 0.01 0.22 0.16
O 2.78 0.79 -0.02
P 1.66 0.33 0.75
H 0.29 0.66 -2.62
H -1.43 0.43 -2.12
H -0.94 1.95 -2.68
H 0.94 -1.11 2.50
H 1.41 -2.10 0.91
H 2.64 -1.56 1.96
H -2.08 -0.04 0.41
H -0.89 -0.69 1.77
H -1.02 -1.50 0.32
H 0.71 2.05 -0.68
H -1.17 1.94 -0.22
```

## two
A structure of composition C5H11OP. Source: OMol25; level of theory: wB97M-V/def2-TZVPD.

Computed properties:
* HOMO-LUMO gap: 0.3405 Eh
* E_HOMO: -8.454 eV
* lowest unoccupied orbital energy: 0.813 eV
* net charge: 0

XYZ file:
```
18
C5H11OP (wB97M-V/def2-TZVPD)
C -0.49 1.51 0.59
C 0.81 0.61 0.47
C -1.48 1.27 -0.55
C 0.38 -0.84 0.56
C 1.12 -1.96 -0.07
O -3.07 -0.69 0.67
P -1.91 -0.51 -0.25
H -0.90 1.72 1.57
H -0.10 2.53 0.48
H 1.09 0.90 -0.59
H 1.54 0.83 1.18
H -2.34 1.88 -0.58
H -0.96 1.26 -1.41
H -0.02 -1.13 1.50
H 0.93 -1.96 -1.19
H 0.73 -3.01 0.13
H 2.15 -2.04 0.34
H -2.22 -1.08 -1.48
```

Which is most stable, and by how much? two, by 30.1 kJ/mol.

## one
The ion CH6IN4 with charge +1. Source: OMol25; level of theory: wB97M-V/def2-TZVPD.

Computed properties:
* HOMO-LUMO gap: 0.3331 Eh
* E_HOMO: -13.294 eV
* lowest unoccupied orbital energy: -4.230 eV
* net charge: +1
* SMILES string: N/N=N/[C@H]([NH3+])I

XYZ file:
```
12
CH6IN4 (wB97M-V/def2-TZVPD)
N -0.18 2.91 0.48
N 0.43 1.84 0.22
N -0.15 0.74 0.10
C 0.54 -0.28 -0.38
N 0.10 -1.64 0.27
I 2.88 -0.07 -0.29
H -1.25 3.07 0.41
H 0.44 3.78 0.45
H 0.30 -0.42 -1.46
H 0.39 -1.66 1.26
H 0.53 -2.37 -0.29
H -0.95 -1.80 0.39
```

## two
A cluster of 2 separate species, CH6IN4 in total. Source: OMol25; level of theory: wB97M-V/def2-TZVPD.

Computed properties:
* HOMO-LUMO gap: 0.3316 Eh
* E_HOMO: -12.679 eV
* lowest unoccupied orbital energy: -3.654 eV
* net charge: +1

XYZ file:
```
12
CH6IN4 (wB97M-V/def2-TZVPD)
C 0.75 -0.79 -0.46
N -0.10 -1.41 -1.19
N 1.50 -0.08 0.08
N -2.11 0.51 0.12
N 2.34 0.80 0.56
I -1.77 0.15 2.10
H -1.06 -1.70 -0.93
H -3.08 0.75 -0.15
H -1.59 1.42 -0.10
H 3.02 0.43 1.22
H 1.83 1.58 0.94
H 0.27 -1.65 -2.18
```

Which is most stable, and by how much? one, by 37.2 kJ/mol.

## one
A cluster of 2 separate species, C4H13N2P in total. Source: OMol25; level of theory: wB97M-V/def2-TZVPD.

Computed properties:
* HOMO-LUMO gap (alpha / beta): 0.2890 / 0.2700 Eh
* E_HOMO (alpha / beta): -7.476 / -7.561 eV
* lowest unoccupied orbital energy (alpha / beta): 0.388 / -0.214 eV
* net charge: 0

XYZ file:
```
20
C4H13N2P (wB97M-V/def2-TZVPD)
C -1.06 -1.38 0.22
C -1.70 1.07 -0.74
C -0.37 -0.65 -1.95
C -0.75 -0.11 -0.62
N 1.28 1.82 2.04
N 2.39 -0.42 1.80
P 1.63 0.78 0.90
H -0.39 -1.46 1.20
H -2.14 -1.27 0.39
H -0.89 -2.36 -0.33
H -1.27 1.77 -1.33
H -1.81 1.52 0.34
H -2.72 0.84 -0.95
H -1.23 -1.19 -2.50
H 0.11 0.18 -2.63
H 0.37 -1.35 -1.68
H 1.44 2.77 1.82
H 2.05 -0.30 2.78
H 2.42 -1.35 1.40
H 2.65 1.08 -0.16
```

## two
An isolated molecule of C4H13N2P. Source: OMol25; level of theory: wB97M-V/def2-TZVPD.

Computed properties:
* HOMO-LUMO gap: 0.3306 Eh
* E_HOMO: -8.118 eV
* lowest unoccupied orbital energy: 0.878 eV
* net charge: 0
* SMILES string: CN=P(C)(C)NC

XYZ file:
```
20
C4H13N2P (wB97M-V/def2-TZVPD)
C 1.64 1.94 -0.68
N 0.88 0.73 -1.14
P 0.20 -0.35 -0.21
C -0.64 -1.65 -1.20
C 1.42 -1.30 0.77
N -1.01 -0.15 1.16
C -2.06 0.82 0.65
H 0.80 2.55 -0.37
H 1.98 2.49 -1.55
H 2.33 1.88 0.22
H -0.12 -2.10 -2.05
H -0.76 -2.55 -0.48
H -1.57 -1.35 -1.58
H 1.00 -2.32 0.87
H 2.38 -1.30 0.27
H 1.47 -0.85 1.73
H -0.48 0.35 1.95
H -1.72 1.86 0.54
H -2.24 0.58 -0.45
H -3.04 0.61 1.19
```

Which is most stable, and by how much? two, by 258.3 kJ/mol.